Model w:
7
Properties=species:S:1:pos:R:3 method="wB97M-V/def2-TZVPD" e_homo_ha="-0.37593 / -0.37498" e_lumo_ev="-3.094 / -3.103"
C 0.530 0.218 0.272
C 0.192 -0.938 -0.247
F 0.942 0.262 1.619
F -0.086 -2.095 0.346
F -0.218 -0.947 -1.480
S -1.842 2.346 -0.399
H 0.482 1.154 -0.112

***

Model x:
7
Properties=species:S:1:pos:R:3 method="wB97M-V/def2-TZVPD" e_homo_ha=-0.37994 e_lumo_ev=-2.436 smiles="FSC=C(F)F"
C -0.188 -0.497 0.081
C -1.099 0.439 -0.060
F 3.348 -0.110 -0.411
F -2.405 0.160 -0.086
F -0.832 1.736 -0.113
S 1.663 -0.159 0.635
H -0.487 -1.569 -0.046

***

Model y:
7
Properties=species:S:1:pos:R:3 method="wB97M-V/def2-TZVPD" e_homo_ha=-0.37903 e_lumo_ev=0.611 smiles=F[C@@H]1SC1(F)F
C 0.700 0.290 0.026
C -0.625 -0.410 -0.020
F 0.880 1.135 1.073
F -1.509 -0.150 0.886
F -0.662 -1.725 -0.500
S -0.501 0.843 -1.310
H 1.717 0.018 -0.155

***

Most stable one: model y, least stable one: model w.

***

Model w:
10
Properties=species:S:1:pos:R:3 method="wB97M-V/def2-TZVPD" e_homo_ha="-0.32489 / -0.32493" e_lumo_ev="-1.013 / -1.014"
C 0.121 0.970 -0.107
N 0.942 -1.795 -0.028
N -1.078 0.523 0.280
S -0.428 -2.491 0.246
I -1.066 -1.966 2.728
H 0.345 0.741 -1.141
H 0.757 1.717 0.570
H 1.812 -2.213 0.270
H -1.390 0.603 1.297
H -1.091 -1.398 -0.295

***

Model x:
10
Properties=species:S:1:pos:R:3 method="wB97M-V/def2-TZVPD" e_homo_ha=-0.31733 e_lumo_ev=-0.492
C 0.038 -0.772 0.223
N -0.465 0.661 0.638
N 0.876 -0.632 -0.877
S -1.553 1.352 -0.440
I 2.833 -0.195 -0.212
H 0.554 -1.205 1.036
H -0.682 -1.529 0.017
H 0.152 1.414 0.837
H 0.718 -0.873 -1.815
H -2.471 1.777 0.592

***

Most stable one: model x, least stable one: model w.

***

Model w:
10
Properties=species:S:1:pos:R:3 method="wB97M-V/def2-TZVPD" e_homo_ha=-0.39643 e_lumo_ev=1.018 smiles=C[C@H](F)N(F)F
C -1.157 0.112 0.278
C 0.031 -0.501 -0.364
N 1.341 0.207 0.387
F 0.140 -1.801 0.188
F 2.438 -0.165 -0.307
F 1.293 1.535 0.033
H -2.118 -0.353 0.088
H -0.831 0.193 1.307
H -1.229 1.156 -0.232
H 0.093 -0.382 -1.379

***

Model x:
10
Properties=species:S:1:pos:R:3 method="wB97M-V/def2-TZVPD" e_homo_ha=-0.37873 e_lumo_ev=0.992
C 0.109 0.493 0.399
C 1.135 -0.269 -0.358
N -1.498 -0.405 0.283
F 1.408 -1.445 0.323
F -2.415 0.584 0.533
F -1.621 -0.603 -1.087
H -0.163 1.470 0.008
H 0.147 0.380 1.541
H 2.187 0.127 -0.291
H 0.711 -0.333 -1.350

***

Most stable one: model w, least stable one: model x.

***

Model w:
41
Properties=species:S:1:pos:R:3 method="wB97M-V/def2-TZVPD" e_homo_ha=-0.35319 e_lumo_ev=0.163 smiles="CC(=O)N[C@H](C)CN.O.O.O.O.O.O.O"
C -1.664 0.146 -1.455
C -0.256 -0.353 -1.725
N 0.194 -1.436 -1.026
C 1.502 -2.673 -2.775
C 1.511 -1.959 -1.405
C 2.026 -2.855 -0.296
N 2.312 -2.213 1.017
O 0.450 0.195 -2.563
H -2.293 -0.098 -2.313
H -1.999 -0.229 -0.479
H -1.569 1.197 -1.217
H -0.438 -1.977 -0.454
H 1.727 -2.052 -3.632
H 2.101 -3.568 -2.663
H 0.436 -2.974 -2.894
H 2.230 -1.125 -1.352
H 3.007 -3.253 -0.567
H 1.302 -3.628 -0.026
H 3.146 -1.634 1.010
H 1.563 -1.553 1.218
H 0.243 3.807 1.015
H 1.019 4.386 2.327
O 0.189 4.070 1.949
H -0.464 1.563 -3.593
H -0.977 2.773 -4.132
O -1.188 2.193 -3.395
H -1.341 0.301 3.684
H 0.069 0.516 3.299
O -0.662 -0.068 3.124
H -3.848 0.551 2.142
H -2.412 0.328 1.564
O -3.294 -0.057 1.618
H -1.942 -1.712 2.172
H -0.600 -2.420 2.311
O -1.491 -2.533 1.983
H 0.003 2.204 4.101
H -0.565 3.176 3.121
O -0.826 2.633 3.913
H 0.456 2.772 -1.399
H 1.424 4.117 -1.345
O 0.918 3.443 -0.864

***

Model x:
41
Properties=species:S:1:pos:R:3 method="wB97M-V/def2-TZVPD" e_homo_ha=-0.33448 e_lumo_ev=0.113 smiles="N/C=N/CCCCO.O.O.O.O.O.O.O"
C 0.609 0.846 -1.105
O 0.563 2.288 -1.042
C 1.807 0.231 -0.428
C 1.955 0.527 1.066
C 0.728 0.211 1.924
N -1.699 -2.441 1.606
C -1.067 -1.248 1.803
N 0.186 -1.113 1.650
H 0.574 0.561 -2.160
H -0.313 0.507 -0.657
H 1.458 2.667 -1.095
H 1.744 -0.843 -0.574
H 2.721 0.568 -0.927
H 2.809 -0.031 1.449
H 2.167 1.595 1.207
H -0.019 0.995 1.785
H 1.037 0.262 2.970
H -1.196 -3.148 1.091
H -2.679 -2.397 1.373
H -1.744 -0.454 2.132
H -2.335 1.385 0.652
H -3.184 0.777 -0.506
O -2.891 0.612 0.414
H -2.548 0.086 -2.463
H -1.957 1.493 -2.467
O -2.810 1.035 -2.490
H 2.612 -2.936 0.597
H 1.214 -2.499 1.113
O 1.708 -3.259 0.701
H -1.764 3.722 0.587
H -0.588 2.799 0.194
O -1.282 2.939 0.884
H -0.255 -4.483 -1.536
H 0.429 -3.562 -0.482
O -0.412 -3.738 -0.948
H 3.650 3.286 -0.223
H 3.217 4.275 -1.326
O 3.181 3.346 -1.063
H -2.169 -1.112 -0.699
H -1.435 -2.264 -1.427
O -2.021 -1.486 -1.579

***

Most stable one: model x, least stable one: model w.

***

Model w:
15
Properties=species:S:1:pos:R:3 method="wB97M-V/def2-TZVPD" e_homo_ha=-0.33263 e_lumo_ev=0.356 smiles="O=CCCSS.O"
C 0.419 -0.531 1.734
C -0.632 -0.570 0.673
O -1.251 0.479 0.221
C 1.382 0.634 1.378
S 2.473 0.290 -0.066
S 1.166 -0.033 -1.605
H 1.043 -1.470 1.862
H -0.015 -0.390 2.760
H -0.827 -1.482 0.093
H 2.032 0.655 2.225
H 0.800 1.534 1.222
H 1.546 -1.282 -1.641
H -3.146 1.329 -3.179
H -2.019 0.400 -2.842
O -2.972 0.437 -2.836

***

Model x:
15
Properties=species:S:1:pos:R:3 method="wB97M-V/def2-TZVPD" e_homo_ha=-0.32472 e_lumo_ev=0.151 smiles="O=CCCSS.O"
C 0.603 -0.511 0.246
C 1.980 0.083 0.054
O 2.443 0.279 -1.037
C -0.463 0.199 -0.596
S -1.312 1.567 0.267
S -2.863 0.480 1.228
H 0.690 -1.560 0.025
H 0.309 -0.454 1.298
H 2.600 0.319 0.941
H 0.036 0.832 -1.336
H -1.146 -0.482 -1.077
H -2.707 1.199 2.346
H 3.295 -2.762 -0.950
H 3.113 -3.368 -2.337
O 3.543 -3.525 -1.488

***

Most stable one: model x, least stable one: model w.

***

Model w:
58
Properties=species:S:1:pos:R:3 method="wB97M-V/def2-TZVPD" e_homo_ha=-0.31521 e_lumo_ev=0.611 smiles="CCOc1cc(C(=O)NCc2ccc(C)cc2)ccc1OCC(=O)N1CCOCC1"
C 0.703 -1.944 -0.040
C -0.407 -1.360 -0.908
H -0.939 -2.164 -1.427
H -0.001 -0.671 -1.656
O -1.411 -0.722 -0.139
C -1.366 0.618 0.088
C -0.219 1.394 -0.010
C -0.243 2.752 0.294
C -1.430 3.346 0.697
C -2.579 2.586 0.794
C -2.570 1.233 0.483
O -3.759 0.562 0.620
C -4.145 -0.362 -0.383
C -3.628 -1.803 -0.296
O -3.356 -2.400 -1.324
N -3.570 -2.394 0.912
C -4.000 -1.860 2.183
H -4.408 -0.859 2.069
C -5.059 -2.797 2.780
H -5.331 -2.475 3.786
O -4.574 -4.113 2.906
C -4.178 -4.628 1.653
H -3.808 -5.637 1.840
C -3.090 -3.758 1.020
H -2.842 -4.112 0.020
H -2.197 -3.771 1.655
H -5.045 -4.677 0.977
H -5.955 -2.789 2.140
H -3.136 -1.817 2.858
H -5.240 -0.398 -0.326
H -3.866 0.004 -1.377
H -3.514 3.028 1.101
H -1.443 4.401 0.919
C 0.984 3.591 0.148
O 0.964 4.715 -0.312
N 2.118 2.995 0.587
H 2.072 2.065 0.971
C 3.435 3.554 0.370
C 4.246 2.665 -0.536
C 5.497 2.197 -0.163
C 6.213 1.360 -1.001
C 5.693 0.962 -2.225
C 4.437 1.431 -2.594
C 3.724 2.273 -1.763
H 2.752 2.636 -2.065
H 4.017 1.135 -3.545
C 6.474 0.070 -3.141
H 7.182 -0.538 -2.582
H 5.812 -0.585 -3.703
H 7.037 0.672 -3.855
H 7.188 1.008 -0.696
H 5.918 2.492 0.788
H 3.945 3.692 1.329
H 3.273 4.534 -0.090
H 0.702 0.941 -0.346
H 1.235 -1.165 0.501
H 1.409 -2.480 -0.668
H 0.279 -2.636 0.683

***

Model x:
58
Properties=species:S:1:pos:R:3 method="wB97M-V/def2-TZVPD" e_homo_ha=-0.29882 e_lumo_ev=0.637 smiles="COc1ccc(C(=O)N[C@H](C(=O)NCCc2ccc3c(c2)OCCO3)C(C)C)cc1"
C 1.150 4.899 -3.089
H 1.586 5.287 -4.008
O 0.600 3.647 -3.428
C 0.008 2.913 -2.450
C -0.101 3.297 -1.117
C -0.703 2.449 -0.210
C -1.186 1.203 -0.593
C -1.100 0.834 -1.934
C -0.518 1.682 -2.851
H -0.460 1.418 -3.896
H -1.511 -0.105 -2.277
C -1.810 0.352 0.448
O -2.311 0.828 1.461
N -1.797 -0.975 0.210
H -1.201 -1.346 -0.512
C -2.433 -1.943 1.083
C -2.902 -3.180 0.301
C -4.086 -2.822 -0.594
H -4.420 -3.698 -1.145
H -3.806 -2.051 -1.308
H -4.920 -2.452 -0.002
C -1.779 -3.820 -0.515
H -0.907 -3.981 0.112
H -2.110 -4.784 -0.895
H -1.502 -3.207 -1.372
H -3.225 -3.908 1.051
H -3.304 -1.440 1.523
C -1.479 -2.301 2.241
O -1.008 -3.408 2.412
N -1.241 -1.246 3.037
H -1.661 -0.353 2.789
C -0.174 -1.233 4.006
H 0.206 -2.254 4.078
C 0.933 -0.253 3.592
C 1.393 -0.427 2.167
C 1.692 0.692 1.403
C 2.145 0.574 0.096
C 2.258 -0.691 -0.482
C 1.965 -1.812 0.282
C 1.557 -1.684 1.595
H 1.355 -2.576 2.164
H 2.076 -2.784 -0.174
O 2.664 -0.874 -1.781
C 2.694 0.314 -2.540
C 3.286 1.459 -1.720
H 3.310 2.381 -2.303
O 2.488 1.718 -0.586
H 4.305 1.193 -1.406
H 3.304 0.105 -3.420
H 1.676 0.588 -2.849
H 1.600 1.685 1.815
H 0.568 0.768 3.718
H 1.783 -0.388 4.268
H -0.569 -0.939 4.984
H -0.803 2.741 0.824
H 0.279 4.246 -0.778
H 1.930 4.802 -2.327
H 0.380 5.592 -2.735

***

Most stable one: model x, least stable one: model w.

***

Model w:
26
Properties=species:S:1:pos:R:3 method="wB97M-V/def2-TZVPD" e_homo_ha=-0.31673 e_lumo_ev=0.754
C -0.216 -0.433 2.456
C -0.113 -1.778 1.702
C -0.314 0.611 1.299
C -0.752 -1.494 0.391
C 1.654 1.310 -1.618
C 0.139 1.589 -1.469
C -0.740 0.342 -1.148
N -0.287 -0.181 0.136
O 1.290 -2.714 -1.149
O -0.675 -4.008 -0.365
S -0.396 -2.711 -0.931
H -1.076 -0.182 3.099
H 0.622 -0.113 3.176
H 0.910 -1.844 1.457
H -0.533 -2.645 2.384
H -1.352 0.972 1.304
H 0.359 1.426 1.244
H -2.386 -1.480 0.300
H 1.912 0.290 -1.717
H 2.064 1.835 -2.411
H 2.242 1.642 -0.696
H -0.263 2.217 -2.375
H -0.024 2.238 -0.608
H -1.792 0.641 -1.015
H -0.773 -0.385 -2.064
H 1.533 -3.640 -0.884

***

Model x:
26
Properties=species:S:1:pos:R:3 method="wB97M-V/def2-TZVPD" e_homo_ha=-0.29547 e_lumo_ev=0.638 smiles="CC=[S@@]1(=O)NC(C)(C)[C@H](C)O1"
C 0.027 -0.880 -1.239
C -2.995 1.024 0.353
C 0.793 -0.624 0.240
C 0.776 -0.414 -2.372
C -3.162 1.799 1.648
C 1.925 0.280 0.096
C 1.237 -1.905 0.995
N -0.222 0.032 0.982
O -1.112 -0.139 -1.136
O -0.755 2.193 -0.413
S -1.327 0.961 -0.043
H -0.211 -1.905 -1.325
H -3.197 0.022 0.533
H 1.678 -0.961 -2.459
H 1.073 0.556 -2.190
H 0.239 -0.565 -3.237
H -4.240 2.168 1.840
H -2.712 2.778 1.655
H -2.797 1.268 2.640
H 1.764 1.294 -0.478
H 2.749 -0.295 -0.508
H 2.369 0.543 1.122
H 2.034 -2.551 0.472
H 0.380 -2.535 1.199
H 1.552 -1.601 1.940
H -0.192 0.384 1.879

***

Most stable one: model w, least stable one: model x.

***

Model w:
19
Properties=species:S:1:pos:R:3 method="wB97M-V/def2-TZVPD" e_homo_ha=-0.43921 e_lumo_ev=-3.251 total_charge=+1
S -0.253 0.667 -2.939
C 0.669 2.764 -1.327
C -0.214 2.438 -2.523
H 1.066 0.548 -3.202
H 0.339 2.198 -0.440
H 0.617 3.841 -1.097
H 1.719 2.501 -1.542
H -1.271 2.688 -2.308
H 0.092 3.013 -3.418
C 0.230 -2.200 2.939
C 0.631 -1.315 1.973
C -1.123 -2.435 1.189
N -0.851 -2.871 2.423
N -0.222 -1.487 0.912
H 0.624 -2.398 3.936
H 1.445 -0.590 1.962
H -1.923 -2.784 0.536
H -1.388 -3.612 2.908
H -0.186 -0.965 0.018

***

Model x:
19
Properties=species:S:1:pos:R:3 method="wB97M-V/def2-TZVPD" e_homo_ha=-0.48977 e_lumo_ev=-4.694 total_charge=+1
C 1.833 0.621 -0.557
C -0.515 1.060 -0.016
C -0.792 -0.225 0.738
C 3.092 -1.280 0.008
C -3.583 -0.110 0.032
N 1.871 -0.546 -0.104
N 0.646 1.328 -0.530
S -1.986 -0.696 -0.631
H 2.630 1.345 -0.913
H -1.191 1.995 0.155
H -1.146 -0.173 1.768
H 0.095 -0.918 0.607
H 3.228 -2.103 -0.733
H 4.036 -0.643 -0.085
H 3.181 -1.748 1.036
H -3.731 0.988 -0.065
H -4.476 -0.355 -0.601
H -3.802 -0.614 1.012
H 0.610 2.074 -1.122

***

Most stable one: model w, least stable one: model x.